(1)
C22H52AlIN2O8P | wB97M-V/def2-TZVPD

Its total charge is -1.

Element x y z (Å)
H (1.579217, 3.297678, 5.601479)
C (-2.683282, -4.966769, 0.187234)
H (3.196755, 5.284873, 6.418770)
C (1.742062, 5.939126, 4.481300)
C (-3.483021, -3.697873, 0.440276)
C (-0.289132, 2.565330, 4.779678)
H (0.125890, 5.052884, 3.345476)
H (1.389656, 1.765481, -4.518440)
H (3.689065, -2.270572, -7.533955)
H (-0.432497, -0.987435, -5.026939)
C (1.210251, 4.975740, 3.434383)
H (-3.374178, -6.512990, 1.561856)
H (-5.096373, -0.322899, 1.809369)
H (2.325444, -3.903999, 1.856307)
H (-0.363659, -2.995893, -0.993459)
P (-2.407103, -0.970309, 2.432876)
O (-2.448704, 0.732504, 2.124365)
H (4.901961, -1.745105, -6.355614)
H (-1.660299, 0.929784, 1.593470)
H (2.679957, -2.283640, 2.465459)
C (-5.046366, -0.733010, -0.256996)
C (-0.695434, -1.998314, -0.677555)
H (2.599931, -3.368551, -0.310577)
C (2.834359, 0.215565, -4.361458)
N (-5.927647, -1.570006, -0.652257)
H (-0.608403, 1.980403, 3.911875)
H (-3.392901, -7.054372, -0.130393)
H (-1.143510, 0.379894, -5.941380)
N (-0.920320, -1.375493, 3.239743)
H (2.837554, 5.923937, 4.460791)
Al (-2.502732, -1.923074, 0.268651)
H (1.053336, -2.723619, 1.944783)
C (1.196381, 2.863541, 4.675940)
H (-4.607904, -5.882650, 0.508921)
C (-0.318373, -0.336397, -5.897766)
H (-2.344405, 4.894447, 3.856954)
O (-1.071917, 3.734065, 4.938112)
H (1.702921, 1.899795, 4.572260)
H (-3.956801, -3.745889, 1.425584)
C (-2.143115, 3.832326, 4.016397)
O (0.925992, 0.339451, -5.893048)
I (-0.919814, -5.127899, 1.422423)
O (3.064819, -1.184623, -4.377125)
H (2.098040, -0.428419, -0.267459)
C (1.405880, 0.671025, -4.600710)
H (-2.452636, -5.078690, -0.866923)
H (5.327619, 0.377160, -8.334181)
H (1.874773, -1.861980, -5.935990)
H (5.654672, 0.192108, -6.582616)
H (-3.740228, -1.137041, -1.848596)
O (0.286472, -1.302542, 0.132359)
H (3.098164, 0.534898, -3.349321)
C (2.227974, 5.625481, 6.796032)
C (2.109386, -2.843984, 1.724414)
H (3.535096, 0.729050, -5.022457)
C (-3.719607, -0.686014, -0.857206)
H (4.666960, 1.535606, -7.162194)
H (-0.798965, -1.405829, -1.606536)
H (-0.350824, -0.962828, -6.791191)
H (-0.099041, -1.012227, 2.757344)
H (-4.304282, -3.680351, -0.285251)
H (-6.760065, -1.420042, -0.081847)
H (2.336888, 6.607476, 7.268011)
H (3.085426, -2.950195, -5.315527)
O (3.716524, -0.259431, -7.206336)
H (-3.039860, 3.359282, 4.423080)
H (1.417261, 6.951194, 4.206995)
H (3.494669, -2.030747, 0.335482)
C (-3.571806, -6.210712, 0.536044)
H (-3.313253, 0.324684, -0.858478)
H (1.895341, 4.911319, 7.551565)
O (1.616020, 3.624058, 3.551609)
H (-6.444880, 0.395372, 0.958977)
H (0.758221, 0.268485, -3.815947)
C (2.906833, -1.905548, -5.585746)
H (-4.771899, 1.110049, 0.832873)
C (4.909283, 0.484226, -7.328104)
H (1.557962, -1.604642, -1.451138)
H (-0.444860, 1.945293, 5.672419)
C (-5.375374, 0.208002, 0.896495)
H (-0.940288, -0.932871, 4.154720)
C (1.591174, -1.393885, -0.376528)
O (1.248713, 5.669802, 5.781699)
H (1.612592, 5.308075, 2.472755)
H (-1.891731, 3.388579, 3.050873)
C (3.877722, -1.575642, -6.705658)
C (2.492272, -2.463047, 0.284427)

Cartesian forces (eV/Å) of the 2 atoms listed first:
-0.2 0.2 0.0
-2.0 -0.9 0.3

(2)
C20H25N3O2 | wB97M-V/def2-TZVPD

The SMILES is CCCCCCN1CC(=O)N2Cc3[nH]c4ccccc4c3C[C@H]2C1=O.

Element x y z (Å)
C (0.650429, 0.595347, -3.882632)
H (0.786428, 0.404869, -5.988356)
O (1.878986, 1.090006, 1.007914)
N (0.432445, 0.914280, -5.197121)
C (-1.657432, 3.820124, -6.093808)
C (-0.472118, -2.530866, 6.335572)
H (-1.319353, -1.606170, 2.403905)
O (0.399717, -2.825026, -2.237504)
C (0.777903, -1.145499, 2.161960)
C (-0.556797, -0.977211, 4.317640)
C (1.253445, 0.497770, -1.215724)
C (-0.252530, -2.384673, 4.829245)
C (-1.953244, 4.220544, -4.788122)
H (1.530101, -1.950801, 6.901601)
H (-1.003060, -1.502680, -0.172764)
H (-1.530850, -0.667260, 4.703616)
C (0.063342, 1.407521, -1.579671)
H (-1.495581, -2.238351, 6.581436)
C (0.568593, -1.836130, -1.552556)
H (-2.578179, 5.088412, -4.637374)
H (-0.357491, -3.584213, 6.602441)
C (-0.661667, 2.416900, -3.922594)
H (-0.915775, 0.113709, 2.503631)
H (-0.635166, 2.411581, -7.353947)
C (-0.863867, 2.720955, -6.344738)
H (1.084835, -2.183940, 2.311060)
C (1.464463, -0.560300, -3.401101)
C (-0.368566, 2.022785, -5.252263)
H (1.186190, -1.493321, -3.900725)
N (0.783371, -0.865529, 0.738813)
C (-0.592255, -0.889050, 2.792524)
C (1.336395, 0.274784, 0.287643)
H (-0.902778, -3.095651, 4.312691)
H (-0.867249, 0.989959, -1.180619)
H (-2.059895, 4.385373, -6.921151)
C (0.005009, 1.486340, -3.071561)
C (0.503712, -1.703977, 7.164392)
H (-1.698219, 3.847773, -2.692711)
H (2.538126, -0.384949, -3.554736)
H (1.518194, -0.480952, 2.612749)
H (0.781197, -2.647331, 4.597751)
H (2.173927, 1.021428, -1.504212)
C (-1.466201, 3.533482, -3.699223)
H (0.351911, -0.640625, 7.000275)
N (1.193651, -0.727151, -1.984763)
H (0.122197, -2.781468, 0.299676)
H (0.189555, -0.276176, 4.692710)
H (0.207423, 2.393649, -1.135493)
H (0.363639, -1.906221, 8.223803)
C (0.063089, -1.772071, -0.117580)

Cartesian forces (eV/Å) of the 2 atoms listed first:
-0.1 0.1 0.4
-0.1 0.0 0.1

(3)
C4H4HgO2 | wB97M-V/def2-TZVPD

Its total charge is +2.

Element x y z (Å)
C (0.142934, -1.552418, 0.693842)
O (-0.887307, 0.667565, 1.160439)
C (1.273485, -0.889057, 0.898395)
H (3.151744, -1.435376, 0.180197)
O (3.157309, 0.495683, 0.990025)
H (4.116633, 0.525516, 1.046529)
C (-0.141058, -0.322179, 1.263083)
Hg (-0.923771, 2.391612, 0.591175)
C (2.736674, -0.839786, 1.012617)
H (-0.731126, -2.028758, 1.401268)
H (3.011678, -1.360783, 1.946628)

Cartesian forces (eV/Å) of the 2 atoms listed first:
-5.7 -3.2 4.6
-1.9 -5.1 2.8

(4)
C3H10NO | wB97M-V/def2-TZVPD

Its total charge is +1.

Element x y z (Å)
H (-1.409780, 1.502310, -0.793922)
H (3.280288, -0.566560, 1.678574)
H (-0.966729, 0.718249, 0.787136)
C (-1.089106, 0.557480, -0.328905)
H (-1.822839, -1.418219, 0.166541)
H (2.889576, -0.710549, -0.025304)
H (-4.033157, -0.609380, 0.253449)
H (2.678922, 0.880073, 0.703395)
H (-2.410477, -0.749718, -1.406856)
O (-3.288839, -0.008881, 0.294559)
N (0.062248, 0.010427, -0.872072)
H (0.652245, 0.750882, -1.302556)
H (4.320766, 0.194054, 0.467020)
C (-2.157359, -0.517570, -0.366463)
C (3.294243, -0.032600, 0.745409)

Cartesian forces (eV/Å) of the 2 atoms listed first:
0.4 0.4 0.5
-0.2 0.2 0.5

Asked for E across the records above, the calculation gives -67001.9977 -29712.8762 -12454.1088 -6798.3705 eV in order.